{
  "formula": "C42H37BN8Ni",
  "method": "ωB97M-V/def2-TZVPD",
  "symbols": ["Ni", "C", "C", "C", "C", "N", "N", "B", "N", "N", "C", "C", "C", "C", "C", "C", "C", "C", "C", "C", "N", "N", "C", "C", "C", "C", "C", "C", "C", "C", "C", "C", "C", "C", "C", "C", "C", "C", "H", "H", "H", "H", "H", "H", "H", "H", "H", "H", "H", "H", "H", "H", "H", "H", "H", "H", "H", "H", "H", "H", "H", "H", "H", "H", "H", "H", "C", "C", "C", "C", "C", "C", "N", "N", "C", "C", "C", "C", "C", "C", "H", "H", "H", "H", "H", "H", "H", "H", "H"],
  "positions_angstrom": [[-0.15, 0.26, 0.38], [0.39, -5.21, 0.66], [-0.38, -4.00, 0.26], [-1.40, -3.86, -0.66], [-1.75, -2.50, -0.61], [-1.00, -1.86, 0.27], [-0.17, -2.78, 0.81], [0.96, -2.28, 1.72], [0.43, -1.23, 2.73], [0.17, 0.04, 2.33], [0.02, 0.78, 3.43], [0.16, -0.03, 4.56], [0.43, -1.30, 4.07], [0.70, -2.56, 4.82], [-0.17, 2.24, 3.39], [0.52, 3.01, 2.47], [0.32, 4.38, 2.41], [-0.57, 4.99, 3.28], [-1.25, 4.23, 4.22], [-1.05, 2.86, 4.27], [2.04, -1.58, 0.86], [1.73, -0.46, 0.17], [2.83, -0.06, -0.46], [3.88, -0.95, -0.18], [3.34, -1.89, 0.67], [4.00, -3.06, 1.33], [2.88, 1.13, -1.33], [3.69, 1.12, -2.46], [3.75, 2.22, -3.30], [2.99, 3.35, -3.02], [2.18, 3.37, -1.89], [2.13, 2.27, -1.05], [-2.77, -1.78, -1.40], [-2.80, -1.89, -2.79], [-3.73, -1.18, -3.53], [-4.64, -0.35, -2.89], [-4.62, -0.25, -1.50], [-3.69, -0.96, -0.76], [0.00, -6.08, 0.14], [0.33, -5.39, 1.73], [1.45, -5.11, 0.41], [-1.84, -4.64, -1.26], [1.45, -3.20, 2.31], [0.12, 0.27, 5.59], [0.54, -2.39, 5.88], [1.73, -2.89, 4.68], [0.04, -3.36, 4.50], [1.24, 2.53, 1.81], [0.87, 4.97, 1.68], [-0.73, 6.06, 3.23], [-1.94, 4.70, 4.90], [-1.59, 2.26, 4.99], [4.90, -0.89, -0.52], [5.04, -3.11, 1.01], [3.52, -4.00, 1.06], [3.98, -2.97, 2.41], [4.26, 0.23, -2.70], [4.37, 2.19, -4.18], [3.03, 4.21, -3.68], [1.58, 4.25, -1.67], [1.49, 2.29, -0.18], [-2.07, -2.52, -3.29], [-3.73, -1.26, -4.61], [-5.36, 0.21, -3.47], [-5.33, 0.40, -1.00], [-3.67, -0.87, 0.32], [1.50, -1.06, -4.84], [1.04, 0.25, -4.92], [0.39, 0.82, -3.84], [0.21, 0.09, -2.68], [0.66, -1.22, -2.59], [1.30, -1.79, -3.68], [-0.45, 0.66, -1.54], [-1.34, 1.49, -1.82], [-2.04, 1.92, -0.69], [-3.11, 2.79, -0.88], [-3.91, 3.09, 0.20], [-3.65, 2.49, 1.43], [-2.57, 1.62, 1.59], [-1.71, 1.34, 0.54], [2.01, -1.51, -5.69], [1.20, 0.83, -5.82], [0.04, 1.85, -3.88], [0.50, -1.79, -1.69], [1.65, -2.82, -3.62], [-3.30, 3.19, -1.87], [-4.75, 3.77, 0.09], [-4.30, 2.69, 2.27], [-2.42, 1.16, 2.56]],
  "lumo_ev": [-0.28, -0.28],
  "e_tot_ha": -3594.02845,
  "de_lowest_kcal_mol": 0.9,
  "homo_lumo_gap_ev": [7.62, 7.60],
  "largest_force_ev_per_a": 0.38
}